DFT (wB97M-V/def2-TZVPD) results for 2 unconnected molecules or ions with the total composition C3H2F3N in a non-equilibrium geometry.

Atoms and positions in Å:
H: -2.318 0.463 0.898
C: 1.920 0.262 -0.025
F: 1.952 1.390 0.652
F: 2.207 0.439 -1.300
H: -2.470 0.191 -0.913
C: -1.940 -0.012 0.005
F: 2.649 -0.685 0.528
C: -0.616 -0.554 -0.022
N: -1.384 -1.495 0.178

Its lowest unoccupied orbital energy (alpha / beta) is -1.367 / -0.315 eV. The energy above the lowest of the compared OMol25 structures with the same formula, charge and spin comes out at 364.6 kJ/mol. As for the orbital gap (alpha / beta): 8.15 / 9.30 eV. The molar mass comes out at 109.0 g mol⁻¹. For the highest occupied orbital energy (alpha / beta), the calculation gives -9.52 / -9.62 eV. As for the electronic energy: -12780.25939 eV.

For reference, the Löwdin charges in units of e are: 0.07 -0.46 0.15 0.14 0.07 -0.11 0.15 -0.14 0.11

***

DFT (wB97M-V/def2-TZVPD) results for a molecular structure, C3H2FGaO in a non-equilibrium geometry.

Atoms and positions in Å:
H: 0.121 1.766 -0.326
F: 1.552 -0.840 -1.341
Ga: -2.621 0.479 1.071
H: 1.612 -0.425 0.625
C: 0.935 -0.364 -0.235
O: -0.466 -1.239 0.385
C: -0.032 0.689 -0.352
C: -1.100 -0.067 0.173

Its lowest unoccupied orbital energy (alpha / beta) is -13.827 / -13.755 eV. As for the orbital gap (alpha / beta): 8.17 / 7.40 eV. The molar mass comes out at 142.8 g mol⁻¹. As for the total charge: +2. For the highest occupied orbital energy (alpha / beta), the calculation gives -22.00 / -21.16 eV. As for the electronic energy: -60257.45967 eV.

For reference, the Löwdin charges in units of e are: 0.17 0.20 1.42 0.21 -0.02 0.15 0.17 -0.31

***

DFT (wB97M-V/def2-TZVPD) results for a molecular structure, C3H2FLiO3Tm in a non-equilibrium geometry.

Atoms and positions in Å:
C: 0.203 -1.899 0.530
O: 1.842 0.366 0.930
F: 0.363 -2.633 -0.576
C: 0.423 -2.428 1.738
C: 0.643 0.553 0.751
H: 0.656 -3.488 1.830
Li: 2.897 -1.157 0.961
O: -0.087 1.467 1.107
O: -0.157 -0.655 0.249
H: 0.249 -1.813 2.620
Tm: -2.612 1.552 1.647

Its lowest unoccupied orbital energy (alpha / beta) is -3.593 / -4.011 eV. The multiplicity is 3. Its expectation value of S² is 2.0018. The energy above the lowest of the compared OMol25 structures with the same formula, charge and spin comes out at 30.7 kJ/mol. As for the orbital gap (alpha / beta): 6.04 / 7.62 eV. The molar mass comes out at 280.9 g mol⁻¹. As for the total charge: +1. For the highest occupied orbital energy (alpha / beta), the calculation gives -9.63 / -11.63 eV. As for the electronic energy: -41730.90661 eV.

For reference, the Löwdin charges in units of e are: -0.50 -0.03 0.11 0.09 -0.63 0.09 0.84 -0.13 0.02 0.09 1.07

***

DFT (wB97M-V/def2-TZVPD) results for 2 unconnected molecules or ions with the total composition C3H2FN in a non-equilibrium geometry.

Atoms and positions in Å:
C: 1.618 1.064 -0.342
F: -0.668 0.566 -1.061
N: -1.084 -0.490 1.561
C: -1.387 -1.283 0.805
C: 0.481 0.697 -0.550
H: 2.651 1.237 -0.385
H: -1.612 -1.792 -0.028

Its lowest unoccupied orbital energy is 0.859 eV. The energy above the lowest of the compared OMol25 structures with the same formula, charge and spin comes out at 295.6 kJ/mol. As for the orbital gap: 11.21 eV. The molar mass comes out at 71.1 g mol⁻¹. For the highest occupied orbital energy, the calculation gives -10.35 eV. Its SMILES is C#CF.C#N. As for the electronic energy: -7346.65107 eV.

For reference, the Löwdin charges in units of e are: 0.11 0.11 0.09 -0.06 -0.29 0.02 0.02

***

DFT (wB97M-V/def2-TZVPD) results for C3H2FNOS2 in the gas phase in a non-equilibrium geometry.

Atoms and positions in Å:
O: -0.634 1.708 -0.061
N: -0.266 1.107 -1.354
C: 0.006 -0.404 0.500
H: 1.017 -0.871 2.669
S: 0.713 -1.662 1.471
S: -0.036 -1.370 -2.167
H: 0.407 -0.349 -3.232
C: -0.507 0.831 0.894
C: -0.130 -0.120 -0.946
F: -0.570 1.131 2.226

Its lowest unoccupied orbital energy is 0.281 eV. The energy above the lowest of the compared OMol25 structures with the same formula, charge and spin comes out at 269.9 kJ/mol. As for the orbital gap: 9.21 eV. The molar mass comes out at 151.2 g mol⁻¹. For the highest occupied orbital energy, the calculation gives -8.93 eV. Its SMILES is Fc1onc(S)c1S. As for the electronic energy: -31065.41288 eV.

For reference, the Löwdin charges in units of e are: 0.04 0.10 -0.58 -0.04 0.77 0.76 0.01 -0.36 -0.78 0.09

***

DFT (wB97M-V/def2-TZVPD) results for C3H2FNS in the gas phase in a non-equilibrium geometry.

Atoms and positions in Å:
C: -0.204 1.443 -0.211
N: -0.759 2.442 -0.003
S: 2.214 0.275 -0.157
H: 0.190 -1.824 -0.396
H: -0.238 -1.038 1.146
C: -0.260 -0.944 0.099
F: -1.531 -0.616 -0.313
C: 0.589 0.262 -0.165

Its lowest unoccupied orbital energy is -1.801 eV. The energy above the lowest of the compared OMol25 structures with the same formula, charge and spin comes out at 10.4 kJ/mol. As for the orbital gap: 8.20 eV. The molar mass comes out at 103.1 g mol⁻¹. For the highest occupied orbital energy, the calculation gives -10.00 eV. Its SMILES is N#CC(=S)CF. As for the electronic energy: -18184.43885 eV.

For reference, the Löwdin charges in units of e are: -0.25 0.20 0.81 0.13 0.11 -0.23 -0.03 -0.76

***

DFT (wB97M-V/def2-TZVPD) results for a molecular structure, C3H2FO2Sc in a non-equilibrium geometry.

Atoms and positions in Å:
C: 0.426 -0.430 0.627
C: -0.090 0.840 0.968
O: -0.566 -0.597 -1.560
F: 1.133 -1.863 -0.798
H: 0.548 -1.199 1.385
C: 0.385 -0.685 -0.761
H: 0.483 1.393 1.729
O: -0.497 1.571 -0.040
Sc: -1.822 0.971 -1.552

Its lowest unoccupied orbital energy (alpha / beta) is -12.487 / -12.487 eV. The energy above the lowest of the compared OMol25 structures with the same formula, charge and spin comes out at 0.0 kJ/mol. As for the orbital gap (alpha / beta): 6.40 / 6.39 eV. The molar mass comes out at 134.0 g mol⁻¹. As for the total charge: +2. For the highest occupied orbital energy (alpha / beta), the calculation gives -18.88 / -18.88 eV. As for the electronic energy: -30634.48106 eV.

For reference, the Löwdin charges in units of e are: 0.08 -0.07 0.02 0.15 0.17 -0.28 0.18 -0.14 1.90

***

DFT (wB97M-V/def2-TZVPD) results for a molecular structure, C3H2FO2Tl in a non-equilibrium geometry.

Atoms and positions in Å:
O: 0.730 0.431 -1.312
H: -2.005 -1.030 0.565
C: 0.082 -0.381 -0.736
Tl: 2.234 0.800 -3.426
C: -1.257 -0.252 0.371
O: 0.304 0.993 1.781
F: -0.017 -1.623 -1.107
H: 0.178 0.950 2.756
C: -0.249 0.112 1.108

Its lowest unoccupied orbital energy is -10.642 eV. The energy above the lowest of the compared OMol25 structures with the same formula, charge and spin comes out at 216.5 kJ/mol. As for the orbital gap: 9.91 eV. The molar mass comes out at 293.4 g mol⁻¹. As for the total charge: +2. For the highest occupied orbital energy, the calculation gives -20.55 eV. As for the electronic energy: -14626.87171 eV.

For reference, the Löwdin charges in units of e are: -0.02 0.19 -0.40 1.17 0.31 0.31 0.23 0.24 -0.04